# 1
Formula: C7H16ClO2P
Source: the Open Molecules 2025 dataset
Level of theory: ωB97M-V with the def2-TZVPD basis set

Element x y z (Å)
1 C -2.276 -0.769 -0.420
2 H 1.124 -0.156 -1.999
3 H -0.183 1.317 -0.595
4 H -0.789 -1.786 -1.612
5 H 1.964 -1.276 0.648
6 H -2.543 1.345 -0.825
7 H 0.376 -2.006 0.408
8 H 0.621 0.530 2.107
9 C 0.463 -0.544 2.005
10 C -1.052 -0.759 -1.335
11 H -2.077 -1.318 0.503
12 O -2.423 1.070 1.226
13 Cl 3.779 0.322 -2.256
14 H -1.663 1.650 1.127
15 H -3.078 -1.322 -0.921
16 H -0.585 -0.755 2.208
17 H 2.113 1.458 0.800
18 H -1.324 -0.256 -2.271
19 O 4.233 0.192 0.283
20 P 0.536 0.099 -0.743
21 C 0.893 -1.072 0.625
22 H 2.035 2.102 -0.848
23 C 3.429 0.572 -0.520
24 C 2.121 1.187 -0.257
25 H -3.919 0.586 -0.058
26 H 1.054 -1.025 2.785
27 C -2.829 0.612 -0.064

HOMO-LUMO gap ... 9.19 eV
E_tot ... -1228.2650 Eh

Here are the natural (NBO) charges for atoms 1 to 5, given in e: C -0.44; H -0.01; H -0.07; H 0.21; H 0.25

# 2
Formula: C7H16CuIO5
Source: the Open Molecules 2025 dataset
Level of theory: ωB97M-V with the def2-TZVPD basis set

Element x y z (Å)
1 C -13.108 -17.818 19.298
2 H -12.647 -18.442 18.533
3 C -9.002 -16.531 22.501
4 C -11.871 -13.567 17.505
5 C -12.783 -12.157 21.934
6 H -11.687 -12.702 18.142
7 O -11.769 -12.990 22.459
8 C -13.542 -12.932 20.850
9 I -8.507 -12.446 19.196
10 H -8.327 -16.106 20.463
11 H -8.604 -17.095 23.344
12 H -9.736 -17.230 22.098
13 Cu -10.259 -14.124 20.801
14 H -13.064 -12.780 19.883
15 H -10.965 -14.002 17.083
16 H -12.362 -13.176 16.613
17 O -11.225 -15.702 19.370
18 H -12.298 -11.333 21.411
19 H -7.402 -15.352 21.591
20 O -12.744 -14.602 18.014
21 H -14.512 -12.442 20.761
22 C -7.923 -16.300 21.457
23 O -9.582 -15.370 23.036
24 H -13.830 -13.944 21.136
25 H -7.268 -17.165 21.352
26 H -12.564 -17.828 20.242
27 H -14.113 -18.230 19.394
28 C -12.293 -15.589 18.777
29 O -13.331 -16.504 18.813
30 H -13.399 -11.859 22.782

Charge ... -1
Energy relative to the best compared isomer or geometry (same formula, charge and spin) ... 0.0 kJ/mol
HOMO-LUMO gap (alpha / beta) ... 6.91 / 4.83 eV
Spin multiplicity ... 2
E_tot ... -2590.6243 Eh

Here are the natural (NBO) charges for atoms 1 to 5, given in e: C -0.25; H 0.17; C -0.13; C -0.27; C -0.07

# 3
Formula: C7H16F3NO13S3Sn
Source: the Open Molecules 2025 dataset
Level of theory: ωB97M-V with the def2-TZVPD basis set

Element x y z (Å)
1 H 14.682 14.514 -0.875
2 H 14.997 12.886 -2.690
3 H 13.890 9.346 -2.403
4 C 18.310 12.058 0.156
5 C 16.519 13.466 -0.523
6 F 10.436 13.346 -10.081
7 H 18.559 11.721 1.164
8 O 12.761 10.923 -3.097
9 H 14.654 10.436 -3.514
10 O 9.567 15.104 -6.873
11 H 14.575 13.188 0.286
12 F 8.728 14.642 -9.793
13 O 11.212 15.703 -1.800
14 H 16.883 14.221 0.196
15 O 15.231 12.622 -4.231
16 H 18.824 13.016 0.021
17 S 10.568 14.950 -7.891
18 H 11.866 11.540 -1.276
19 C 14.000 10.410 -2.643
20 O 10.979 16.154 -8.562
21 Sn 12.568 12.941 -5.236
22 H 11.644 9.862 -1.608
23 H 13.539 12.915 -1.885
24 O 12.225 13.567 -2.556
25 C 15.028 13.507 -0.656
26 O 15.035 14.082 -6.104
27 C 9.659 13.889 -9.156
28 O 9.908 13.678 -1.963
29 O 10.791 14.678 -4.006
30 H 15.657 10.947 -1.268
31 O 16.022 14.878 -4.024
32 S 15.935 13.743 -4.967
33 O 17.254 13.309 -5.424
34 O 11.653 14.007 -7.560
35 O 16.934 12.195 0.012
36 F 9.006 12.900 -8.530
37 H 17.023 13.685 -1.473
38 C 14.628 11.193 -1.514
39 S 11.016 14.469 -2.554
40 H 10.802 11.148 -2.624
41 C 11.711 10.843 -2.109
42 H 14.138 11.150 -0.534
43 N 14.557 12.647 -1.743
44 H 18.668 11.353 -0.595

Charge ... -2
Energy relative to the best compared isomer or geometry (same formula, charge and spin) ... 0.0 kJ/mol
HOMO-LUMO gap ... 6.87 eV
E_tot ... -3017.7617 Eh

Here are the natural (NBO) charges for atoms 1 to 5, given in e: H 0.26; H 0.50; H 0.16; C -0.24; C -0.08

# 4
Formula: C7H16F6NO8S2V2
Source: the Open Molecules 2025 dataset
Level of theory: ωB97M-V with the def2-TZVPD basis set

Element x y z (Å)
1 F 0.927 0.962 2.827
2 O -0.731 2.963 0.862
3 F 1.000 -1.186 2.466
4 O -2.075 -1.157 3.277
5 N -1.453 -0.355 0.927
6 C 3.000 -1.711 -1.707
7 F -3.834 -2.099 1.218
8 H -2.181 1.258 -4.230
9 O -0.840 -2.847 1.277
10 H -2.894 -0.316 -4.033
11 H 1.819 -3.280 -1.865
12 H 0.323 4.710 1.331
13 C 0.460 3.630 1.375
14 H 4.142 -1.283 0.074
15 H 0.544 3.372 2.433
16 F 0.326 -0.429 4.371
17 H 1.621 3.574 -0.427
18 F -3.173 -3.628 -0.168
19 H 3.010 -0.686 -2.081
20 S -1.452 -0.150 2.535
21 H -1.479 3.319 1.354
22 H 3.835 -2.205 -2.212
23 O 1.773 -2.353 -2.122
24 H -3.554 1.056 -3.126
25 O -1.845 1.202 2.751
26 V 0.085 -0.873 -2.624
27 V -1.229 1.185 -0.537
28 C 3.202 -1.760 -0.203
29 C -3.152 -2.343 0.129
30 C 0.333 -0.205 3.059
31 F -3.638 -1.651 -0.898
32 S -1.380 -1.917 0.378
33 O 0.601 0.495 -1.168
34 H 3.283 -2.803 0.121
35 H 1.828 2.114 0.577
36 H 1.449 0.924 -1.018
37 C 1.674 3.188 0.601
38 H 2.539 3.746 0.964
39 C -2.630 0.594 -3.479
40 H 2.376 -1.319 0.353
41 O -0.830 -2.001 -0.968
42 O -1.780 0.266 -2.397

Charge ... +1
Energy relative to the best compared isomer or geometry (same formula, charge and spin) ... 0.0 kJ/mol
HOMO-LUMO gap (alpha / beta) ... 7.92 / 9.17 eV
Spin multiplicity ... 7
E_tot ... -4216.3646 Eh

Here are the natural (NBO) charges for atoms 1 to 5, given in e: F -0.31; O -0.79; F -0.30; O -0.87; N -1.30

# 5
Formula: C7H16IN2
Source: the Open Molecules 2025 dataset
Level of theory: ωB97M-V with the def2-TZVPD basis set

Element x y z (Å)
1 H 1.071 -1.974 1.963
2 H 1.577 1.574 -1.241
3 H 2.447 -1.711 -1.728
4 H -2.038 1.395 -0.312
5 C 1.298 -1.112 0.103
6 C 1.045 -2.319 0.961
7 C 0.138 1.057 0.121
8 H 0.812 -0.796 -2.002
9 N 0.382 3.246 -0.858
10 C -1.467 1.169 0.600
11 H -1.626 1.954 1.416
12 I -4.779 -0.372 0.259
13 H 0.030 -2.706 0.842
14 H 1.165 3.932 -1.243
15 H 1.790 -3.014 0.732
16 C -1.218 -0.328 0.931
17 H -0.083 3.771 -0.145
18 H 2.275 -0.624 0.318
19 H 0.878 -2.486 -1.581
20 H -1.138 -0.522 2.003
21 H -5.174 -1.765 -0.549
22 H 1.819 2.283 0.461
23 H -1.849 -0.979 0.311
24 C 1.451 -1.528 -1.415
25 C 1.076 2.062 -0.335
26 N 0.117 -0.207 0.386

Charge ... +1
HOMO-LUMO gap (alpha / beta) ... 7.90 / 4.47 eV
Spin multiplicity ... 3
E_tot ... -683.0193 Eh

Here are the natural (NBO) charges for atoms 1 to 5, given in e: H 0.22; H 0.25; H 0.25; H 0.25; C -0.06

# 6
Formula: C7H16N
Source: the Open Molecules 2025 dataset
Level of theory: ωB97M-V with the def2-TZVPD basis set

Element x y z (Å)
1 C 0.836 0.389 -0.291
2 H -1.878 -1.161 -2.154
3 N 0.622 1.197 2.023
4 H -0.200 3.020 -0.832
5 H 0.064 1.671 2.740
6 H -0.894 3.157 0.786
7 C 0.054 -3.078 -1.397
8 H 1.858 0.686 -0.242
9 H -2.459 -1.946 -0.731
10 C 0.017 1.289 0.622
11 H -1.743 -0.386 -0.565
12 H -0.604 -3.502 -2.147
13 C -0.068 2.751 0.211
14 H 0.431 -1.364 0.985
15 H 0.550 0.204 2.251
16 H 1.716 -1.567 -0.027
17 H 1.548 1.620 2.076
18 H 0.494 0.690 -1.282
19 H 0.813 3.316 0.537
20 H 1.013 -3.559 -1.257
21 H -0.994 0.908 0.747
22 C -1.643 -1.326 -1.103
23 C -0.259 -1.894 -0.888
24 C 0.725 -1.116 -0.061

Charge ... +1
Energy relative to the best compared isomer or geometry (same formula, charge and spin) ... 97.3 kJ/mol
HOMO-LUMO gap ... 8.82 eV
E_tot ... -330.7915 Eh

Here are the natural (NBO) charges for atoms 1 to 5, given in e: C -0.44; H 0.24; N -0.68; H 0.27; H 0.44